Record 1
A gas-phase ion, NO5S (charge -1), computed with wB97M-V/def2-TZVPD.

Atoms and positions in Å:
O: -1.989 1.324 0.070
S: 1.305 -0.868 -0.009
O: 1.145 -2.104 -0.748
O: -0.680 0.344 1.447
N: -1.025 0.610 0.288
O: -0.392 0.109 -0.650
O: 2.398 -0.032 -0.443

Summary:
total charge	-1
E_HOMO	-5.467	eV
frontier orbital gap	9.47	eV
M	126.1	g mol⁻¹
ΔE to the lowest compared entry with this formula, charge and spin	1.171	eV



Record 2
A gas-phase ion, NO5S (charge -1), computed with wB97M-V/def2-TZVPD.

Atoms and positions in Å:
S: -0.058 -0.232 -0.896
O: 1.067 0.679 1.297
O: -0.997 0.137 1.624
O: -0.373 1.137 -1.276
O: 1.343 -0.757 -1.277
N: 0.029 0.127 0.934
O: -1.116 -1.203 -0.949

Summary:
SMILES	O=[N+]([O-])S(=O)(=O)[O-]
total charge	-1
E_HOMO	-6.128	eV
frontier orbital gap	10.23	eV
M	126.1	g mol⁻¹
ΔE to the lowest compared entry with this formula, charge and spin	0.280	eV



Record 3
A molecular structure, Na11O20S5, computed with wB97M-V/def2-TZVPD.

Atoms and positions in Å:
O: 2.959 9.730 6.910
O: -0.602 1.787 12.657
O: -1.540 0.732 10.762
O: 0.395 6.031 10.850
O: -7.565 6.100 10.033
Na: -3.053 6.253 4.124
S: -1.845 6.117 7.975
S: -0.197 7.279 11.390
O: 0.830 1.073 10.897
Na: -1.210 4.051 5.348
O: -5.857 7.381 8.985
S: 1.563 10.035 6.608
S: -0.499 1.648 11.216
O: 0.074 8.474 10.609
O: 1.251 9.472 5.329
O: 0.714 9.423 7.614
Na: -1.958 4.844 11.322
O: -1.843 4.918 8.719
O: -0.644 2.988 10.620
O: -0.588 6.844 8.177
O: -1.681 7.130 11.499
Na: 0.526 4.571 9.172
Na: -4.068 7.417 10.539
O: 0.324 7.413 12.752
Na: -2.491 2.495 8.887
O: -8.108 7.991 8.553
Na: -4.252 8.516 7.492
O: -1.932 5.952 6.560
Na: -0.286 7.758 5.897
O: 1.289 11.475 6.525
O: -2.962 6.961 8.432
S: -7.206 6.860 8.789
O: -7.197 5.958 7.697
Na: 1.504 7.536 8.922
Na: -4.751 5.410 7.905
Na: -1.340 9.112 8.758

Summary:
total charge	+1
E_HOMO	-10.375	eV
frontier orbital gap	1.80	eV
M	733.2	g mol⁻¹



Record 4
A single O2 molecule, computed with wB97M-V/def2-TZVPD.

Atoms and positions in Å:
O: 0.282 0.612 -0.351
O: -0.282 -0.612 0.351

Summary:
SMILES	O=O
E_HOMO	-11.959	eV
frontier orbital gap	7.65	eV
M	32.0	g mol⁻¹
ΔE to the lowest compared entry with this formula, charge and spin	2.313	eV



Record 5
2 unconnected molecules or ions with the total composition O3S2, computed with wB97M-V/def2-TZVPD.

Atoms and positions in Å:
S: 0.887 0.099 -1.867
O: -0.620 -0.353 3.215
S: -0.596 -0.168 1.723
O: -0.038 1.173 -2.224
O: 0.367 -0.751 -0.846

Summary:
E_HOMO (alpha / beta)	-9.151 / -9.132	eV
frontier orbital gap (alpha / beta)	7.43 / 7.37	eV
M	112.1	g mol⁻¹
ΔE to the lowest compared entry with this formula, charge and spin	0.310	eV



Record 6
A molecular structure, O4PRb3, computed with wB97M-V/def2-TZVPD.

Atoms and positions in Å:
O: -0.756 -1.943 -0.167
Rb: 1.745 0.524 4.415
O: 0.239 0.196 -1.129
Rb: 3.330 -2.973 -1.698
O: -1.545 0.128 0.823
P: -1.143 -0.500 -0.549
O: -2.174 -0.217 -1.679
Rb: 0.304 4.785 -0.017

Summary:
E_HOMO	-3.399	eV
frontier orbital gap	2.24	eV
M	351.4	g mol⁻¹



Record 7
2 unconnected molecules or ions with the total composition O5S3, computed with wB97M-V/def2-TZVPD.

Atoms and positions in Å:
S: 1.335 -0.448 0.005
O: 1.499 -1.400 -1.144
O: 2.447 0.525 0.007
O: -0.473 1.249 1.176
O: -0.824 1.174 -1.202
S: -0.780 0.374 0.030
S: -4.474 -0.174 -0.053
O: 1.270 -1.299 1.182

Summary:
total charge	-2
E_HOMO (alpha / beta)	-0.639 / -0.264	eV
frontier orbital gap (alpha / beta)	4.60 / 6.22	eV
M	176.2	g mol⁻¹
ΔE to the lowest compared entry with this formula, charge and spin	2.572	eV



Record 8
A single S2 molecule, computed with wB97M-V/def2-TZVPD.

Atoms and positions in Å:
S: 0.572 -1.129 -0.248
S: -0.572 1.129 0.248

Summary:
E_HOMO	-9.725	eV
frontier orbital gap	5.51	eV
M	64.1	g mol⁻¹
ΔE to the lowest compared entry with this formula, charge and spin	3.294	eV



Record 9
A single S2 molecule, computed with wB97M-V/def2-TZVPD.

Atoms and positions in Å:
S: 0.000 0.000 -1.300
S: 0.000 0.000 1.300

Summary:
E_HOMO	-9.751	eV
frontier orbital gap	5.50	eV
M	64.1	g mol⁻¹
ΔE to the lowest compared entry with this formula, charge and spin	3.414	eV



Record 10
2 unconnected molecules or ions with the total composition S2, computed with wB97M-V/def2-TZVPD.

Atoms and positions in Å:
S: 0.000 0.000 -1.635
S: 0.000 0.000 1.635

Summary:
E_HOMO	-9.653	eV
frontier orbital gap	4.57	eV
M	64.1	g mol⁻¹
ΔE to the lowest compared entry with this formula, charge and spin	6.501	eV



Record 11
A gas-phase ion, S2 (charge +1), computed with wB97M-V/def2-TZVPD.

Atoms and positions in Å:
S: 0.000 0.000 1.234
S: 0.000 0.000 -1.234

Summary:
expectation value of S²	0.755
total charge	+1
E_HOMO (alpha / beta)	-17.486 / -17.097	eV
frontier orbital gap (alpha / beta)	6.25 / 6.15	eV
spin multiplicity	2
M	64.1	g mol⁻¹
ΔE to the lowest compared entry with this formula, charge and spin	4.029	eV